No. 1
This record from the Open Molecules 2025 dataset describes a 9-piece molecular cluster, H18O9 overall in a non-equilibrium geometry. The level of theory is ωB97M-V/def2-TZVPD.

Summary:
Total charge: +1
ΔE to the lowest compared entry with this formula, charge and spin (eV): 0.731
LUMO energy (spin up / spin down) (eV): -2.97 / -10.82
<S²>: 0.757
E_tot (eV): -18709.2760
Spin multiplicity: 2
Highest occupied orbital energy (spin up / spin down) (eV): -14.541 / -13.818

Last column: natural (NBO) charge in e.
Geometry (Å):
O (-18.906, 18.364, -19.787)  -0.9767
H (-19.219, 19.268, -19.750)  0.4934
H (-19.062, 18.019, -18.908)  0.4779
O (-15.436, 18.889, -19.557)  -0.9742
H (-15.741, 19.448, -18.843)  0.5070
H (-16.012, 18.125, -19.527)  0.4926
O (-15.966, 22.717, -22.114)  -0.6169
H (-16.308, 21.824, -22.084)  0.4985
H (-15.505, 22.771, -22.951)  0.4890
O (-18.926, 21.312, -19.936)  -0.9499
H (-18.510, 21.541, -20.768)  0.4723
H (-19.656, 21.927, -19.856)  0.4843
O (-13.996, 16.668, -20.886)  -0.8832
H (-13.254, 16.360, -20.366)  0.4828
H (-14.405, 17.343, -20.343)  0.4712
O (-19.611, 20.177, -22.939)  -0.9675
H (-19.922, 19.381, -23.369)  0.5044
H (-20.397, 20.711, -22.824)  0.4966
O (-16.775, 20.070, -21.727)  -1.0082
H (-16.321, 19.437, -21.170)  0.5099
H (-17.667, 19.730, -21.798)  0.5151
O (-18.242, 21.826, -24.469)  -0.8297
H (-19.017, 21.984, -25.009)  0.4795
H (-18.521, 21.163, -23.837)  0.4861
O (-14.332, 18.997, -22.878)  -0.6292
H (-13.627, 19.052, -22.233)  0.4917
H (-14.963, 19.661, -22.600)  0.4833

=====

No. 2
This record from the Open Molecules 2025 dataset describes one molecule with the formula C2H4N2O2 in a non-equilibrium geometry. The level of theory is ωB97M-V/def2-TZVPD.

Summary:
Total charge: 0
ΔE to the lowest compared entry with this formula, charge and spin (eV): 7.189
SMILES string: C1=NOCON1
LUMO energy (eV): 0.58
E_tot (eV): -9208.0334
Spin multiplicity: 1
Highest occupied orbital energy (eV): -8.984

Last column: natural (NBO) charge in e.
Geometry (Å):
C (0.170, 0.213, 1.185)  0.1493
C (-0.489, -0.326, -1.145)  0.1374
H (0.574, -0.936, 1.339)  0.1615
H (0.031, 0.930, 2.167)  0.2122
H (1.633, -0.165, -1.352)  0.3881
H (-0.760, -0.528, -2.331)  0.2305
N (0.675, 0.258, -0.957)  -0.3350
N (-1.463, -0.408, -0.237)  -0.2273
O (0.881, 0.895, 0.198)  -0.3468
O (-1.251, 0.068, 1.133)  -0.3700

=====

No. 3
This record from the Open Molecules 2025 dataset describes a 2-piece molecular cluster, C9H14 overall in a non-equilibrium geometry. The level of theory is ωB97M-V/def2-TZVPD.

Summary:
Total charge: 0
ΔE to the lowest compared entry with this formula, charge and spin (eV): 0.275
SMILES string: Cc1ccccc1.CC
LUMO energy (eV): 1.03
E_tot (eV): -9559.9061
Spin multiplicity: 1
Highest occupied orbital energy (eV): -8.968

Last column: natural (NBO) charge in e.
Geometry (Å):
C (-1.979, -1.938, 0.951)  -0.6118
C (-2.170, -3.404, 0.568)  -0.6107
H (-2.550, -1.663, 1.836)  0.2054
H (-0.937, -1.751, 1.172)  0.2075
H (-2.386, -1.255, 0.202)  0.1996
H (-1.943, -3.625, -0.473)  0.2056
H (-3.192, -3.725, 0.800)  0.2026
H (-1.588, -4.070, 1.215)  0.2033
C (-0.711, 2.648, -0.357)  -0.6371
C (0.440, 0.445, -0.497)  -0.2225
C (0.534, 1.826, -0.353)  -0.0096
C (1.582, -0.337, -0.628)  -0.1943
C (2.829, 0.268, -0.600)  -0.2258
C (1.795, 2.408, -0.251)  -0.2170
C (2.938, 1.639, -0.380)  -0.2022
H (-0.519, -0.033, -0.493)  0.2112
H (1.539, -1.414, -0.743)  0.2104
H (-0.895, 3.150, 0.599)  0.2182
H (-1.638, 2.118, -0.552)  0.2180
H (3.722, -0.320, -0.675)  0.2087
H (1.869, 3.472, -0.076)  0.2082
H (3.929, 2.052, -0.235)  0.2119
H (-0.668, 3.508, -1.030)  0.2203

=====

No. 4
This record from the Open Molecules 2025 dataset describes a 9-piece molecular cluster, C28H56Cl10N3O7P overall in a non-equilibrium geometry. The level of theory is ωB97M-V/def2-TZVPD.

Summary:
Total charge: 0
SMILES string: CN(C)P(=O)(N(C)C)N(C)C.O=C1CCCO1.O=C1CCCO1.O=C1CCCO1.ClCCCl.ClCCCl.ClCCCl.ClCCCl.ClCCCl
LUMO energy (eV): 0.27
E_tot (eV): -183262.5466
Spin multiplicity: 1
Highest occupied orbital energy (eV): -8.861

Last column: Löwdin charge in e.
Geometry (Å):
Cl (-4.090, -2.542, 1.468)  0.5606
C (-3.745, -3.121, -0.186)  -0.6360
C (-4.897, -3.714, -0.959)  -0.6767
Cl (-6.371, -2.779, -0.863)  0.5658
H (-2.969, -3.884, -0.158)  0.0695
H (-3.416, -2.195, -0.651)  0.0421
H (-5.141, -4.745, -0.694)  0.0780
H (-4.612, -3.849, -2.006)  0.0586
Cl (-2.911, 5.224, 4.900)  0.5012
C (-3.473, 3.894, 3.781)  -0.5960
C (-2.397, 2.855, 3.614)  -0.6723
Cl (-0.996, 3.482, 2.749)  0.5925
H (-3.624, 4.370, 2.816)  0.0566
H (-4.350, 3.486, 4.270)  0.0748
H (-2.733, 1.945, 3.122)  0.0696
H (-2.008, 2.596, 4.601)  0.0504
Cl (-1.862, -4.998, 2.674)  0.5350
C (-0.097, -5.105, 2.371)  -0.6407
C (0.230, -5.089, 0.889)  -0.6398
Cl (-0.451, -6.540, 0.091)  0.5278
H (0.199, -6.023, 2.873)  0.0600
H (0.412, -4.253, 2.821)  0.0661
H (1.294, -5.072, 0.693)  0.0784
H (-0.387, -4.278, 0.510)  0.0186
Cl (-2.932, -0.467, 6.796)  0.5378
C (-1.310, 0.044, 7.326)  -0.6688
C (-0.241, -0.173, 6.276)  -0.6798
Cl (-0.151, -1.852, 5.721)  0.5611
H (-1.032, -0.599, 8.164)  0.0655
H (-1.316, 1.047, 7.746)  0.0768
H (0.723, 0.185, 6.638)  0.0786
H (-0.442, 0.479, 5.421)  0.0478
Cl (0.981, 0.382, -5.289)  0.5119
C (0.505, -0.953, -4.182)  -0.6314
C (1.783, -1.463, -3.479)  -0.6709
Cl (2.793, -2.297, -4.660)  0.5493
H (0.045, -1.726, -4.788)  0.0557
H (-0.206, -0.465, -3.524)  0.0353
H (1.473, -2.164, -2.709)  0.0546
H (2.330, -0.587, -3.145)  0.0083
O (3.069, 0.497, -1.563)  -0.2659
P (4.052, 0.789, -0.519)  0.5280
N (4.280, 2.426, -0.291)  -0.2900
C (5.280, 3.118, -1.103)  -0.0944
C (3.164, 3.228, 0.193)  -0.1112
N (5.595, 0.192, -0.815)  -0.2978
C (6.702, 0.455, 0.093)  -0.1199
C (6.039, -0.291, -2.103)  -0.1061
N (3.614, 0.118, 0.967)  -0.2796
C (3.244, -1.308, 0.925)  -0.0876
C (4.133, 0.486, 2.251)  -0.1722
H (5.091, 4.190, -1.157)  0.0802
H (5.112, 2.848, -2.154)  0.0861
H (6.302, 2.918, -0.796)  0.0625
H (2.234, 3.037, -0.372)  0.0652
H (3.213, 4.303, 0.033)  0.0809
H (2.877, 2.940, 1.205)  0.0685
H (6.447, 0.814, 1.085)  0.0640
H (7.247, -0.484, 0.246)  0.0854
H (7.442, 1.125, -0.358)  0.0770
H (6.436, 0.445, -2.811)  0.0837
H (6.841, -1.018, -1.941)  0.0824
H (5.232, -0.848, -2.581)  0.0738
H (2.737, -1.577, 1.851)  0.0809
H (2.637, -1.577, 0.065)  0.0686
H (4.166, -1.899, 0.909)  0.0830
H (4.691, 1.426, 2.318)  0.0723
H (4.872, -0.166, 2.744)  0.0843
H (3.368, 0.603, 3.028)  0.0787
O (-3.882, 2.986, 0.124)  0.1196
C (-3.112, 3.191, -0.769)  -0.5015
O (-2.607, 2.254, -1.564)  0.0137
C (-1.360, 2.664, -2.171)  -0.1344
C (-1.011, 3.978, -1.459)  -0.1365
C (-2.385, 4.490, -1.077)  -0.0729
H (-1.399, 2.769, -3.263)  0.1271
H (-0.659, 1.833, -2.167)  0.1004
H (-0.432, 4.645, -2.093)  0.1188
H (-0.368, 3.705, -0.619)  0.1008
H (-2.801, 5.100, -1.882)  0.1297
H (-2.453, 5.186, -0.240)  0.1210
O (0.022, -2.230, -0.802)  0.1137
C (-0.510, -1.505, -0.012)  -0.4784
O (-0.594, -1.743, 1.303)  0.0110
C (-1.034, -0.619, 2.076)  -0.1376
C (-1.080, 0.546, 1.072)  -0.1627
C (-1.122, -0.142, -0.262)  -0.0820
H (-0.451, -0.328, 2.948)  0.1018
H (-2.025, -0.817, 2.488)  0.0916
H (-0.189, 1.177, 1.080)  0.0954
H (-1.885, 1.282, 1.084)  0.0800
H (-0.489, 0.362, -0.988)  0.1008
H (-2.096, -0.224, -0.746)  0.1177
O (-2.051, -2.793, -3.432)  0.1293
C (-2.873, -1.985, -3.737)  -0.4931
O (-2.867, -0.696, -3.321)  0.0121
C (-3.964, -0.016, -3.908)  -0.1646
C (-4.392, -0.827, -5.147)  -0.1383
C (-4.060, -2.228, -4.674)  -0.0693
H (-3.878, 1.059, -4.057)  0.1231
H (-4.827, -0.032, -3.228)  0.1273
H (-3.890, -0.524, -6.065)  0.1178
H (-5.451, -0.666, -5.355)  0.1160
H (-3.754, -2.927, -5.450)  0.1280
H (-4.799, -2.768, -4.078)  0.1176